(1)
{
  "formula": "C22H21BrCrIN9STe",
  "method": "ωB97M-V/def2-TZVPD",
  "species": ["H", "N", "H", "N", "N", "S", "C", "C", "C", "N", "N", "N", "C", "H", "H", "C", "H", "I", "C", "H", "C", "H", "H", "N", "N", "C", "C", "H", "C", "H", "H", "H", "Te", "H", "H", "C", "H", "C", "N", "H", "Cr", "C", "C", "H", "C", "H", "C", "C", "C", "C", "C", "C", "Br", "H", "C", "H", "H"],
  "coordinates": [[-2.3914, -0.5598, -4.2449], [-5.2967, 0.8832, 0.0065], [-2.6398, -4.3943, 2.4024], [1.9088, -3.1243, 1.0357], [-1.6184, -1.1656, -2.3989], [0.3092, -0.1036, -0.8580], [-4.8218, -0.1220, 0.3397], [3.8835, -1.8035, 0.8282], [-2.7199, -0.7424, -3.2527], [-2.3576, -2.5421, 1.5335], [2.2286, 0.3402, 1.8780], [4.4878, -2.7299, 0.1081], [-1.1445, -0.1572, -1.7019], [-3.9200, 0.3833, -1.8492], [0.2172, -2.1851, -2.7424], [2.5780, -4.0509, 0.3018], [-1.9085, 1.6409, -1.1023], [1.9534, 2.9240, -0.7975], [-4.3024, -1.3291, 0.8310], [-3.4333, -1.5303, -3.2939], [2.8763, 4.7721, -0.3036], [1.1832, 1.9958, 2.4138], [4.8127, 6.1161, 2.1621], [1.1524, 0.9505, 2.4112], [0.5198, -1.1375, 2.3108], [3.6166, 4.8896, 0.8502], [-3.1726, -3.5524, 2.0005], [-0.8192, 0.3642, 3.0606], [-5.1011, -2.4413, 1.1851], [-3.5087, 1.2179, -3.3525], [-1.2208, -2.8009, -3.7091], [-6.1625, -2.3799, 1.0182], [-0.9449, -5.2042, 0.1989], [4.3300, -4.4730, -0.9664], [3.2934, 7.9372, -1.4542], [-3.1499, 0.5543, -2.5876], [4.4353, -0.8742, 1.0319], [-4.5393, -3.4768, 1.7974], [-1.9357, 0.9294, -1.8338], [2.0587, 5.8482, -1.9206], [-0.2249, -2.9989, 1.4155], [4.2950, 6.0534, 1.1850], [3.8043, -3.7887, -0.2826], [2.0316, -4.9733, 0.2142], [-2.8863, -1.4876, 1.0001], [-2.1785, -0.7849, 0.6579], [2.5729, -1.9376, 1.2699], [4.1847, 7.1993, 0.3662], [0.1648, 0.0828, 2.7308], [-0.9035, -2.4072, -2.7521], [1.8229, -0.9226, 1.8677], [2.7771, 5.9075, -1.0971], [3.8229, 3.3982, 2.1370], [4.7129, 8.1059, 0.5950], [3.3883, 7.1378, -0.7854], [-0.9811, -3.1303, -1.9625], [-5.1392, -4.3204, 2.1042]],
  "mulliken_spin": [0.000, 0.001, -0.011, -0.089, -0.004, 0.004, 0.003, -0.012, 0.000, -0.056, 0.000, 0.016, -0.006, 0.000, -0.001, 0.039, 0.000, 0.001, 0.016, 0.000, 0.001, 0.000, 0.000, 0.004, -0.011, 0.000, 0.013, -0.003, 0.002, 0.000, -0.001, 0.000, -0.144, 0.000, 0.000, 0.000, 0.000, 0.026, 0.003, 0.000, 4.170, 0.000, -0.011, -0.003, -0.015, -0.014, 0.022, 0.000, 0.031, 0.020, 0.017, 0.000, 0.000, 0.000, 0.000, -0.008, 0.002],
  "lumo_energy_ev": [-0.6110, -0.6922],
  "molar_mass_g_mol": 829.9,
  "e_tot_ha": -5926.1096,
  "homo_lumo_gap_ev": [4.8, 5.0],
  "de_lowest_kj_mol": 116.8,
  "s2": 6.07,
  "homo_energy_ev": [-5.429, -5.660],
  "spin_multiplicity": 5
}

(2)
{
  "formula": "C5H9NO",
  "method": "ωB97M-V/def2-TZVPD",
  "species": ["H", "C", "H", "H", "H", "H", "O", "H", "C", "C", "H", "H", "N", "H", "C", "C"],
  "coordinates": [[-1.1271, -0.2158, 1.8684], [-1.2879, -0.4685, 0.6558], [0.1506, -2.2314, -0.1589], [2.4390, 0.1307, -1.1897], [-2.1177, -1.3054, 0.4782], [1.0372, -0.2485, 1.4270], [2.5253, -0.3670, -0.1682], [-1.5503, -0.6019, -1.4267], [0.4935, 1.1328, 0.1040], [1.0807, -0.2777, 0.2727], [-1.4949, 1.7987, -0.4054], [0.3948, 1.6253, 1.0725], [-0.5721, -0.3793, -1.2488], [0.9695, 1.8127, -0.7702], [-0.0239, -1.0989, -0.1087], [-0.9165, 0.6941, -0.4021]],
  "lowdin_charge": [0.144, -0.069, 0.176, 0.191, 0.137, 0.153, -0.114, 0.101, -0.138, -0.385, 0.196, 0.100, -0.014, 0.159, -0.296, -0.341],
  "lumo_energy_ev": 0.8863,
  "molar_mass_g_mol": 99.1,
  "e_tot_ha": -325.7180,
  "homo_lumo_gap_ev": 9.9,
  "de_lowest_kj_mol": 576.3,
  "homo_energy_ev": -9.000
}

(3)
{
  "formula": "C22H23FN2O4S",
  "method": "ωB97M-V/def2-TZVPD",
  "species": ["H", "C", "O", "H", "C", "H", "C", "H", "C", "C", "C", "C", "H", "H", "C", "H", "C", "H", "C", "H", "C", "C", "H", "H", "H", "N", "H", "C", "N", "C", "C", "H", "H", "H", "H", "O", "H", "H", "C", "C", "C", "C", "O", "C", "H", "O", "H", "H", "C", "F", "H", "S", "C"],
  "coordinates": [[-2.1849, 2.1771, 0.1772], [0.3694, -2.0247, -1.3231], [4.8564, 0.7050, 0.6350], [-0.8637, 3.3068, 0.4827], [2.4997, -2.1334, -1.0514], [-0.6771, 0.3262, 1.0835], [-3.3266, -2.6975, -3.2919], [4.0446, -3.5898, -1.1393], [-0.9343, -2.8691, -3.2321], [1.9446, -1.3674, -0.0569], [1.7036, 1.0333, -1.7329], [2.6005, -0.6405, 1.0392], [-0.8031, 0.8697, -1.3743], [-4.2641, -2.8639, -3.7996], [-3.3884, 1.1153, 3.9469], [-4.2323, -1.7833, -1.5652], [-3.0045, 2.0630, 4.8809], [-1.5256, 3.5123, 5.4215], [-1.0999, 2.2642, 0.2572], [-2.1394, -3.5550, -4.8526], [-3.3182, -2.0931, -2.0469], [-0.8990, -2.2603, -1.9763], [3.6082, 2.0570, -1.5795], [-0.8295, 2.5735, -1.8648], [-4.3008, 0.5545, 4.0913], [0.5927, -1.3244, -0.2497], [-0.1313, 3.0940, 3.4356], [3.8981, -2.5291, -1.3455], [0.9541, 1.8852, -1.0251], [-1.4272, 1.5939, 2.6337], [-2.1138, -1.8811, -1.4036], [-3.6156, 2.2442, 5.7532], [3.7385, 0.3071, -1.8780], [-2.8986, 0.1404, 2.1038], [0.4412, 1.6009, 1.6131], [1.2803, 0.2959, -2.6036], [1.8697, -0.3128, 1.7723], [-0.0018, -3.1581, -3.6898], [3.1772, 1.0810, -1.3646], [-0.6031, 1.3673, 1.3995], [-0.4934, 1.8779, -1.0860], [-1.8318, 2.7743, 4.6940], [2.8326, 2.0284, 1.0767], [-1.0494, 2.5408, 3.5765], [3.3973, -1.2131, 1.5060], [1.4947, -2.5537, -1.8468], [4.5847, -1.9502, -0.7332], [1.3876, 2.3900, -0.2616], [-2.6049, 0.8836, 2.8306], [-2.1411, -1.3022, -0.1909], [4.1173, -2.3625, -2.3990], [3.4439, 0.8881, 0.4349], [-2.1333, -3.0853, -3.8812]],
  "lowdin_charge": [0.120, -0.276, -0.320, 0.120, -0.248, 0.089, -0.073, 0.093, -0.002, -0.283, -0.538, -0.110, 0.109, 0.106, -0.088, 0.119, -0.102, 0.100, -0.154, 0.105, -0.003, -0.066, 0.121, 0.126, 0.100, 0.205, 0.114, 0.017, 0.083, -0.235, -0.214, 0.098, 0.103, 0.106, 0.088, 0.074, 0.104, 0.122, -0.101, -0.164, -0.163, -0.089, -0.337, -0.042, 0.111, 0.132, 0.083, 0.107, -0.042, 0.074, 0.096, 0.700, -0.076],
  "smiles": "Cc1oc(-c2ccccc2F)nc1CS(=O)(=O)CC(=O)NCCCc1ccccc1",
  "lumo_energy_ev": 0.3367,
  "molar_mass_g_mol": 430.5,
  "e_tot_ha": -1760.6901,
  "homo_lumo_gap_ev": 8.9,
  "homo_energy_ev": -8.548
}

(4)
{
  "formula": "C40H89F3N12O14",
  "method": "ωB97M-V/def2-TZVPD",
  "species": ["C", "C", "C", "C", "H", "H", "O", "N", "C", "C", "H", "H", "H", "O", "C", "H", "C", "C", "N", "H", "H", "H", "H", "H", "H", "H", "H", "H", "H", "C", "C", "H", "H", "H", "C", "C", "H", "H", "N", "H", "H", "H", "C", "H", "C", "O", "H", "C", "H", "C", "H", "H", "H", "C", "F", "H", "C", "H", "H", "N", "H", "H", "H", "C", "C", "H", "C", "O", "H", "H", "H", "C", "C", "H", "H", "O", "C", "H", "H", "H", "C", "H", "N", "C", "H", "H", "C", "N", "O", "C", "O", "H", "H", "C", "H", "C", "C", "H", "H", "N", "H", "O", "H", "H", "O", "F", "N", "C", "H", "O", "H", "N", "H", "H", "H", "N", "C", "H", "H", "H", "H", "H", "H", "H", "O", "C", "H", "H", "H", "H", "H", "H", "H", "H", "H", "H", "H", "N", "H", "C", "H", "H", "H", "O", "C", "H", "H", "H", "H", "F", "C", "N", "C", "H", "O", "O", "C", "H"],
  "coordinates": [[0.3221, -4.9395, -3.5681], [0.7207, 4.6590, 0.7781], [3.7387, -2.9366, -3.4491], [-1.6984, -2.4668, 5.5927], [0.0796, -3.2936, 1.4477], [-2.7942, -3.8324, 0.6614], [0.1051, 1.9232, 2.0705], [1.3458, -4.6881, 0.7460], [1.6012, -6.0233, 0.1849], [-1.7063, 1.8735, 5.1956], [5.8161, 1.9116, 2.6580], [3.1322, -2.1630, -4.0402], [4.1305, 5.6524, -2.6397], [3.4006, -4.1173, -3.4214], [-3.6145, -5.6203, -0.8996], [-1.5768, -3.9429, -2.0732], [4.8854, -0.3747, 0.8485], [5.8446, 1.7570, 1.6043], [3.1319, -1.8730, 4.1256], [2.2418, -0.4051, 2.9032], [0.2999, 6.4237, -0.9367], [-0.8781, -3.0378, 5.1988], [3.3647, 2.1722, -4.4923], [5.1112, -3.7066, -1.2545], [-3.4931, -0.1628, 5.2722], [-2.7214, 2.1314, 4.8934], [-1.4009, 3.7113, 1.5776], [-3.0552, -5.8835, -1.7694], [6.4087, -3.7605, -2.4465], [3.2849, 3.1870, -2.1566], [3.4116, 1.5176, 1.0483], [2.3358, 2.6019, -1.9891], [0.8107, -6.7586, 0.5083], [1.6496, -0.0976, -2.7685], [2.0792, -1.4113, 3.3919], [-4.2544, 5.5263, -2.6631], [3.5183, 2.3950, 0.3331], [5.1301, -1.9046, 3.2649], [3.2721, 3.9488, -3.3974], [3.8312, 3.5475, -5.4973], [3.9237, -0.8599, 0.5549], [-5.0719, 0.1428, -0.7468], [-3.3866, -3.3760, -0.1287], [4.1332, -0.5029, -3.4108], [3.0568, -3.2100, 4.7486], [2.1869, -1.2846, -1.2737], [-1.5342, 2.2874, 6.1528], [0.0988, -4.2985, 1.0604], [-1.3821, 0.2412, -2.5151], [-0.5813, 0.8211, -2.0484], [-0.1954, -3.2378, -1.2132], [-6.6543, 0.2808, 0.1666], [-6.1997, 1.6659, 2.6714], [2.4563, -3.6975, 0.8286], [-1.0046, 3.2884, -4.1993], [5.8115, 2.6093, 0.9563], [1.4037, -0.5459, -1.7991], [4.1717, -0.3521, 3.2919], [-0.8352, 0.5749, 3.1765], [-4.9667, 1.3362, 1.0063], [-0.6688, 0.0772, 0.5122], [2.1743, 3.2387, -5.1536], [-1.0692, -1.4306, -0.4085], [-0.3634, -0.7202, -0.1192], [-5.6132, 2.2386, 1.9374], [3.5891, -3.1415, 5.7164], [-4.8052, -3.6603, -2.0876], [-1.9076, -2.3102, 6.8135], [-2.1423, -1.1622, 2.7832], [1.6272, -5.9328, -0.9043], [-1.5723, 0.7505, 5.2598], [5.0368, -0.8980, -3.0022], [5.6702, -3.0821, -1.9364], [-5.6739, 5.7450, -4.2099], [2.1478, -2.7042, 1.1737], [5.9779, -0.8741, 0.7081], [-0.6396, 5.9986, -0.7203], [3.2073, 3.8479, -1.3307], [-5.8179, -4.0336, -2.0473], [2.5951, -6.3936, 0.4489], [-3.7057, -1.2199, 5.1058], [-2.9808, -5.7744, -0.0660], [4.8232, -2.3668, -2.8411], [-5.6949, 5.4386, -3.1356], [-4.7769, -2.5756, -2.0228], [4.8991, -1.0057, 4.8392], [-0.1868, 3.7045, 4.2510], [-0.0335, -3.5450, -3.4289], [-3.3163, 5.0102, -3.6078], [3.1625, 3.2324, -4.6724], [1.7714, 5.0624, 0.2760], [2.8970, -3.5775, -0.1295], [-5.9956, 4.3664, -3.0905], [3.7146, 5.2183, -3.5511], [-1.3199, 6.7530, -0.3574], [0.4039, -2.6131, -4.3005], [-3.7366, 0.8763, 1.2921], [-3.8651, 6.5588, -2.4444], [-0.9376, 1.6478, -1.4154], [-4.0120, -4.1838, -0.9421], [-0.8935, 4.4022, 3.9925], [0.9653, -1.9286, 3.3710], [-2.3886, 4.2544, 0.1961], [-4.4793, -6.3061, -0.8933], [0.0802, -1.4492, -4.3033], [-2.3445, 4.0059, -5.8071], [-0.5085, 5.0319, 0.3958], [-2.2703, 3.2357, -4.7123], [-5.9420, 1.5429, -0.9263], [3.8490, 5.7981, -4.5787], [6.2752, -2.4011, -1.3555], [0.2541, -0.1533, -1.3225], [-3.3324, 0.1411, 0.6109], [-4.0938, 5.1503, -1.6710], [-1.4113, -2.6526, 3.0669], [-2.4414, -1.8354, 4.6333], [-0.7852, -3.2074, -2.1719], [0.1728, 3.8833, 5.2605], [0.6622, 3.8308, 3.5718], [2.9249, 1.8117, 1.9553], [1.0651, -2.9767, -5.1041], [-6.4386, 5.9393, -2.5066], [6.6918, 1.1632, 1.3021], [5.1679, -0.4625, -2.0264], [-3.8069, 2.8960, -2.8181], [-0.5197, 1.5950, 3.0884], [-3.9060, -1.6957, 6.0513], [-1.1032, 5.5237, -1.5606], [3.5477, -3.9518, 4.0856], [1.1782, -5.1764, -2.9211], [0.4254, -1.2427, 0.4197], [4.0768, 2.4298, -2.1002], [1.9937, -3.3986, 4.9192], [0.6336, -5.1214, -4.5836], [3.2480, -4.1382, 1.4322], [-4.8205, 2.7492, 2.5337], [-2.2279, 5.2595, 1.5826], [4.6821, 0.9119, 1.3510], [-4.3279, -3.9621, -3.0332], [-2.2680, -2.0857, 3.2510], [-4.6163, -1.3875, 4.4348], [0.6587, 3.9008, 1.5813], [5.8800, -0.7632, -3.6929], [-0.9217, -4.9830, 1.0032], [-1.7259, 4.4859, 0.9737], [2.7428, 0.8418, 0.5498], [-0.0171, 1.2833, -2.8977], [-6.2106, 2.9606, 1.3792], [-1.1536, -2.1727, -2.3346], [-2.5089, 2.0069, -5.1261], [4.3954, -1.2655, 3.8675], [-0.7360, 2.3717, 4.2000], [-5.7093, 0.8185, -0.1297], [-0.5818, -5.5006, -3.3561], [-3.1768, 1.1256, 2.3477], [-3.6175, -2.1440, -0.1253], [-3.2757, 3.6770, -3.5727], [-3.1138, -2.6484, 2.9094]],
  "lowdin_charge": [-0.057, -0.326, -0.338, -0.294, 0.096, 0.109, -0.044, -0.140, -0.020, -0.028, 0.084, 0.135, 0.135, -0.009, -0.023, 0.066, -0.344, -0.016, -0.190, 0.140, 0.069, 0.117, 0.071, 0.074, 0.058, 0.079, 0.035, 0.063, 0.105, -0.070, -0.063, 0.095, 0.107, 0.124, -0.317, -0.241, 0.092, 0.114, -0.157, 0.093, 0.126, 0.085, -0.354, 0.051, -0.015, 0.007, 0.071, -0.352, 0.086, -0.033, 0.089, 0.105, 0.095, -0.023, 0.131, 0.086, -0.418, 0.060, 0.102, -0.181, 0.067, 0.084, 0.035, -0.008, -0.045, 0.095, -0.007, -0.036, 0.050, 0.069, 0.099, -0.023, -0.059, 0.101, 0.060, 0.008, -0.002, 0.039, 0.082, 0.085, -0.024, 0.055, -0.170, -0.049, 0.073, 0.105, -0.037, -0.146, 0.030, -0.053, -0.022, 0.054, 0.082, -0.379, 0.084, -0.360, -0.307, 0.141, 0.091, -0.154, 0.057, -0.022, 0.063, 0.096, 0.005, 0.163, -0.158, -0.518, 0.075, 0.038, 0.066, -0.138, 0.110, 0.100, 0.046, -0.172, 0.008, 0.095, 0.084, 0.069, 0.138, 0.084, 0.079, 0.066, 0.147, -0.312, 0.069, 0.072, 0.093, 0.064, 0.076, 0.086, 0.080, 0.085, 0.086, 0.089, 0.103, -0.202, 0.092, -0.064, 0.115, 0.090, 0.097, -0.025, -0.025, 0.067, 0.086, 0.086, 0.086, 0.181, -0.081, -0.152, -0.060, 0.082, -0.016, -0.058, -0.370, 0.092],
  "lumo_energy_ev": 0.3212,
  "molar_mass_g_mol": 1019.2,
  "e_tot_ha": -3587.5296,
  "homo_lumo_gap_ev": 9.2,
  "de_lowest_kj_mol": 620.0,
  "homo_energy_ev": -8.877
}